{"formula": "C34H40N7O6P2V", "method": "ωB97M-V with the def2-TZVPD basis set", "species": ["H", "H", "C", "H", "N", "V", "O", "C", "H", "C", "C", "O", "H", "H", "C", "C", "C", "C", "C", "N", "H", "H", "H", "H", "N", "H", "H", "P", "H", "H", "H", "H", "C", "H", "N", "C", "C", "C", "C", "C", "H", "C", "C", "O", "H", "O", "H", "H", "H", "H", "H", "C", "C", "C", "H", "H", "H", "N", "H", "P", "H", "O", "C", "N", "H", "C", "H", "H", "C", "C", "H", "C", "O", "N", "H", "C", "C", "C", "C", "H", "C", "C", "C", "H", "C", "C", "H", "H", "H", "H"], "positions_angstrom": [[6.073, 2.333, -2.089], [-2.310, -3.767, 1.610], [3.034, 2.471, -3.781], [-5.314, -1.579, 1.192], [1.271, -5.201, 0.675], [0.100, -0.393, 0.169], [1.216, -0.728, 2.054], [-0.371, -0.324, -2.473], [3.416, 2.230, -4.772], [-1.015, 1.701, 3.042], [0.029, 5.004, 0.025], [1.614, -2.774, -3.961], [0.739, -5.401, 2.690], [-6.932, 0.278, 1.081], [-3.153, 1.035, 1.183], [5.256, 1.949, -2.700], [1.377, -3.747, 0.746], [4.166, 2.996, -2.901], [-1.990, 1.577, 4.028], [3.635, 1.812, 0.176], [-2.880, -1.094, 1.244], [-6.142, 2.616, 1.035], [-2.205, 2.167, -1.333], [2.129, -0.392, 1.943], [2.829, 0.929, 0.619], [-0.180, 5.885, -1.920], [4.461, 3.922, -0.952], [-0.273, -2.939, 0.500], [-3.724, 3.108, 1.104], [-2.427, 1.691, 6.120], [-1.823, -3.656, -1.279], [0.957, -6.761, -0.657], [-1.241, -3.969, 1.708], [0.626, 5.817, 0.419], [2.985, 2.500, -0.767], [-1.444, -5.887, 0.254], [-1.081, 2.891, 0.363], [1.750, 2.023, -0.874], [-1.241, 4.024, -1.766], [-5.871, 0.489, 1.111], [5.666, 1.648, -3.663], [-5.429, 1.804, 1.085], [3.646, 3.539, -1.563], [1.173, -1.509, -1.236], [-2.476, -5.600, 0.057], [0.114, -1.045, -5.896], [0.976, 2.404, -1.524], [-3.006, 1.321, 3.755], [-0.116, 2.280, 6.762], [1.623, 2.529, 5.021], [2.234, 3.206, -3.902], [0.111, -0.958, -4.709], [0.889, -5.675, -0.607], [-4.960, -0.556, 1.172], [0.047, 3.931, 1.876], [-0.863, -5.783, -1.763], [-1.635, 4.064, -2.773], [-0.990, -5.398, 1.508], [0.851, -0.238, 2.811], [-1.385, 1.355, 1.297], [-0.954, -3.696, 2.725], [-1.555, 0.801, -4.242], [-0.751, -0.003, -3.853], [1.644, 1.032, -0.012], [1.765, -3.460, 1.723], [-0.428, 5.045, -1.284], [1.482, -5.221, -1.401], [2.059, -3.377, -0.019], [-0.299, 3.934, 0.851], [-0.776, -3.850, -1.043], [2.607, 1.548, -3.375], [-4.071, 2.082, 1.124], [-0.873, 0.099, -1.316], [-0.587, -5.326, -0.891], [0.500, -6.847, 1.702], [-1.568, 2.952, -0.949], [-3.602, -0.283, 1.203], [0.687, -1.196, -2.403], [-0.364, 2.116, 5.722], [-0.155, -3.514, -1.872], [0.614, 2.250, 4.746], [0.972, -1.783, -3.726], [0.293, 2.041, 3.412], [4.605, 3.868, -3.394], [-1.661, 1.784, 5.361], [0.413, -5.760, 1.716], [4.864, 1.051, -2.217], [-1.347, -6.971, 0.207], [1.053, 2.194, 2.651], [2.915, 4.332, -1.721]], "lowdin_spin": [0.000, 0.000, 0.000, 0.000, 0.000, 2.007, 0.017, 0.018, 0.000, 0.000, 0.000, -0.014, 0.000, 0.000, 0.001, 0.000, 0.000, 0.000, -0.001, 0.004, 0.004, 0.000, 0.000, 0.001, 0.004, 0.000, 0.000, -0.004, 0.000, 0.000, 0.000, 0.000, -0.001, 0.000, 0.002, 0.000, 0.001, 0.008, 0.000, 0.000, 0.000, 0.000, 0.000, 0.001, 0.000, -0.004, 0.000, 0.000, 0.000, 0.000, 0.000, -0.001, 0.000, 0.000, 0.000, 0.000, 0.000, -0.001, 0.003, 0.003, 0.000, 0.004, 0.000, -0.006, 0.000, -0.001, 0.000, 0.000, -0.001, -0.002, 0.000, -0.001, -0.033, -0.001, 0.000, -0.001, 0.004, -0.009, -0.001, 0.000, 0.000, -0.004, -0.001, 0.000, 0.000, 0.000, 0.000, 0.000, 0.000, 0.000], "multiplicity": 3, "homo_lumo_gap_ev": [7.0, 7.8], "total_energy_ev": -102875.045, "de_lowest_kcal_mol": 0.0, "total_charge": 2}